A structure of composition C55H66N6OP2S2Ti, computed with ωB97M-V/def2-TZVPD.

```
133
Properties=species:S:1:pos:R:3:forces:R:3:lowdin_charge:R:1
C -3.1192 1.5759 -1.7371 0.2 0.0 0.0 0.010
H -3.2955 -1.8324 3.7570 -0.1 -0.1 -0.1 0.066
C -2.0573 1.3637 -2.7704 -0.5 0.2 0.0 -0.227
H 0.7681 1.1257 -5.2992 0.1 0.0 0.0 0.106
H 3.7913 3.8846 -0.3932 0.1 0.1 0.0 0.045
C 0.9847 5.6894 0.4989 0.0 0.0 0.1 -0.275
C 2.0464 -0.6340 3.2883 -0.2 0.0 0.0 -0.100
H -1.1394 -7.8351 -1.1387 0.0 -0.1 0.0 0.099
C -1.0498 -6.8483 -1.5641 0.0 -0.1 0.1 -0.101
H -3.1581 -6.5834 -1.7794 -0.1 0.0 0.0 0.104
H -6.1119 -0.0878 0.7413 -0.1 -0.1 0.0 0.071
C 2.2037 -0.5690 -4.0522 -0.3 0.0 0.7 -0.013
H -6.2226 1.6479 0.4197 -0.1 0.0 -0.1 0.076
H 5.3370 3.3614 3.2415 0.1 0.0 0.0 0.060
H 3.5599 -3.7440 -0.7149 0.0 0.0 0.0 0.109
C -1.6755 -2.7576 0.9041 0.4 0.2 0.0 -0.489
C 1.4250 7.1082 0.2847 0.0 -0.1 -0.1 -0.051
C 1.4679 3.4182 1.2313 -0.3 -0.4 0.2 -0.328
H 4.0991 1.5287 4.5295 0.1 -0.1 0.0 0.068
H 4.3984 -2.3321 -2.2036 0.0 -0.1 0.1 0.109
H 1.2417 0.0620 3.0599 0.2 0.0 0.1 0.023
C 3.2420 -3.1404 0.1222 0.0 0.1 -0.1 -0.024
H 2.9460 -0.0564 3.5047 -0.1 0.0 0.0 0.044
C -1.1971 1.7959 -4.9672 -0.2 0.0 0.5 -0.045
C -0.0531 1.1446 -4.6063 -0.1 0.0 0.1 -0.030
C -3.5437 -1.3379 -5.6082 -0.1 0.1 -0.1 -0.077
H 3.6076 1.4491 -0.0813 0.3 0.3 0.4 0.045
C 3.3202 -3.6216 1.4035 -0.2 0.7 0.4 -0.040
H 1.9467 7.1948 -0.6705 0.0 0.1 0.0 0.081
H 4.0301 -1.5578 -4.5417 0.0 0.0 0.0 0.105
C 1.2944 -0.2100 -3.0271 0.8 -0.2 -0.5 -0.296
C -2.3509 -1.8862 -5.1715 0.0 0.0 0.0 -0.093
H 0.2386 -3.2196 -0.0093 0.0 0.0 0.0 0.059
C 2.5873 -1.3917 -1.4814 0.8 -0.4 -1.4 -0.237
H 4.4538 4.7341 2.5711 0.1 0.1 -0.1 0.049
H 2.8317 5.0532 1.3302 0.2 0.1 0.0 0.090
C 3.1875 3.1742 3.4455 -0.1 -0.4 0.0 -0.503
H 0.0623 -3.8329 1.6395 0.1 0.0 0.1 0.066
C -2.6323 -1.0191 4.0347 0.1 0.1 -0.2 -0.091
H -5.0882 -0.9224 -2.6394 0.0 0.0 0.1 0.107
C -3.5234 -0.0039 1.2401 0.0 0.2 0.0 -0.099
H 5.8901 0.8959 0.5713 0.1 0.0 -0.1 0.077
H -2.9448 -1.8726 -1.8476 0.0 0.0 0.1 0.089
C -0.5682 -2.4404 4.1474 0.1 0.1 -0.1 -0.120
H -2.4331 -3.8749 2.6038 0.0 0.0 0.1 0.061
H -1.2880 2.2635 -5.9333 0.0 0.0 -0.1 0.110
H -3.6325 0.6525 -1.4631 0.1 0.0 0.1 0.068
H 2.0979 7.4347 1.0755 0.1 0.1 0.0 0.074
H -2.1351 3.4392 2.1704 0.0 0.0 -0.1 0.116
H -0.9698 5.9591 -0.3405 -0.1 0.1 -0.1 0.115
C -5.8802 0.8997 1.1342 0.1 0.1 0.1 -0.053
H 2.3463 3.8576 3.6198 0.1 -0.1 -0.1 0.101
C 3.3281 -1.3149 -3.7570 -0.2 0.3 -0.5 -0.069
H -4.5327 3.0668 2.0885 -0.1 0.2 0.0 0.115
H 3.6892 -4.6122 1.6248 0.1 0.0 0.0 0.110
C -0.2817 5.2663 0.1207 0.1 -0.1 0.2 -0.041
C -2.7765 -3.5179 1.6387 0.0 0.2 -0.1 -0.095
C 0.2005 -6.2796 -1.7536 0.0 0.0 0.0 -0.094
S -0.5405 -2.6777 -3.2834 -0.2 -0.1 -0.1 1.070
C 2.9058 -2.7607 2.4324 0.2 -0.5 -0.6 -0.035
P -0.9412 -1.1648 1.6114 -1.4 -0.3 0.3 1.135
C -0.4600 -3.6687 0.6985 -0.1 0.1 -0.2 -0.119
H 4.7297 0.2716 1.7394 0.0 -0.1 0.1 0.054
H 4.5939 4.5423 4.3090 0.0 0.0 0.1 0.077
H 1.8075 -1.2090 4.1776 0.0 -0.1 0.1 0.077
H 5.2596 3.0074 -0.7910 0.1 0.0 -0.1 0.079
H 5.7027 1.6949 2.1264 0.1 0.0 0.1 0.053
C 0.3121 -5.0126 -2.2883 -0.1 0.1 -0.1 -0.135
C 4.0737 2.0531 0.7122 -0.2 -0.2 0.1 -0.546
C 3.5287 -1.7507 -2.4630 -0.7 0.2 1.1 -0.007
C 0.1050 0.5361 -3.3490 -1.1 0.3 0.1 -0.205
H 2.3706 1.7355 4.8631 -0.1 -0.1 0.0 0.062
H -3.6731 -2.9237 1.7885 -0.1 0.0 0.1 0.055
H -6.4416 1.0413 2.0565 -0.1 0.0 0.1 0.077
H -1.6565 3.6750 -0.0373 0.0 0.0 0.0 0.101
O 0.0601 3.1175 -2.1030 -0.3 0.1 -0.6 -0.527
H 2.0177 -0.2915 -5.0762 0.0 0.0 0.0 0.103
H -0.6514 -0.3228 3.8072 0.0 -0.1 -0.1 0.091
H 3.0348 -3.0467 3.4653 -0.1 0.0 0.1 0.117
H -3.1349 2.4210 -4.2662 -0.1 0.0 0.1 0.116
H -2.6941 2.0144 -0.8351 0.0 -0.1 0.1 0.072
C -2.0840 -4.8675 -2.4557 0.0 0.1 0.0 -0.088
C 2.3480 -1.5345 2.1336 0.0 0.2 0.6 -0.346
H 5.1889 3.9362 0.7019 0.1 0.1 0.1 0.060
N -0.9327 0.6651 -2.4306 0.7 0.3 -2.0 -0.056
C -1.5908 1.4815 1.4239 -0.8 -0.3 0.3 -0.320
N 1.7332 1.6842 -0.9069 -0.3 -0.6 0.2 -0.487
H -1.5826 -2.1677 -5.8748 0.1 0.0 -0.1 0.105
N 2.1498 -1.0890 0.8702 1.0 -1.4 -1.0 0.050
N -0.2719 1.6903 1.1284 0.0 -0.1 0.0 -0.078
C -2.1485 0.1706 1.3355 0.4 0.3 -0.1 -0.369
C 0.1544 3.0079 0.9151 0.1 1.3 0.4 -0.330
C -4.5294 -0.9930 -4.6996 0.0 0.0 0.0 -0.080
H -0.2720 -2.2136 5.1711 0.0 0.0 0.1 0.082
H -2.0530 -2.4792 -0.0886 0.1 0.1 0.1 0.076
C -3.1235 -1.7318 -2.9030 0.0 0.0 0.1 -0.122
H -1.2689 -3.2691 4.1949 -0.1 -0.1 0.0 0.066
H 1.2772 -4.5563 -2.4459 0.2 0.0 0.0 0.097
H 1.0915 -6.8251 -1.4835 0.1 -0.1 0.0 0.104
H -3.8584 2.2717 -2.1255 0.0 0.0 -0.1 0.099
C -0.8324 -4.2984 -2.6355 -0.1 0.2 -0.2 -0.503
C -2.2256 1.8906 -4.0266 0.4 -0.1 -0.3 -0.027
C -2.1400 -2.0834 -3.8152 0.4 -0.2 0.1 -0.495
C -0.6799 3.9648 0.3191 0.0 0.0 0.1 -0.072
C 2.6797 -1.8782 -0.1306 0.3 0.0 1.1 -0.203
H -1.7087 0.1099 -0.7539 0.2 0.2 -0.2 0.023
C -4.3184 -1.1948 -3.3474 -0.1 -0.1 0.1 -0.086
H -5.4594 -0.5592 -5.0360 -0.1 0.0 -0.1 0.104
H 0.5621 7.7704 0.2609 0.0 0.1 0.0 0.072
H -3.9115 -0.9953 1.0554 -0.1 -0.1 0.0 0.100
N -0.8098 0.0753 -1.2329 -1.1 -0.3 0.8 -0.027
H 3.5470 2.8529 5.5489 0.0 0.0 0.1 0.073
C 5.1658 1.1840 1.3322 -0.1 0.1 0.0 -0.116
H -3.7067 -1.1862 -6.6644 0.0 0.0 -0.1 0.105
C -4.4067 1.0549 1.3696 0.0 -0.1 0.1 -0.308
N 1.5258 -0.5992 -1.7468 0.1 -0.3 0.7 -0.007
Ti 0.8065 0.3690 -0.0101 0.5 -0.2 0.0 0.804
H -2.9772 -4.3320 -2.7428 0.0 0.0 0.0 0.099
C -3.8662 2.2690 1.7952 0.0 -0.2 0.0 -0.043
C -1.2145 -1.2151 3.4993 0.3 0.1 -0.2 -0.488
C 4.4683 4.0004 3.3695 -0.2 0.1 -0.1 -0.118
C -2.1837 -6.1399 -1.9195 0.0 -0.1 0.1 -0.088
H -2.5887 -0.9827 5.1228 0.0 0.0 0.1 0.084
C 1.8408 4.7434 1.0387 -0.1 0.1 0.0 -0.074
C 3.3031 2.2594 4.6669 -0.2 0.2 -0.1 -0.147
H -3.0513 -4.3922 1.0478 0.0 -0.1 -0.1 0.077
H 0.3119 -2.7684 3.5990 0.1 -0.1 0.1 0.039
C -2.5069 2.4789 1.8388 0.2 0.0 0.2 -0.033
P 2.6115 2.1582 1.9173 0.6 1.2 -0.3 1.135
H -3.0636 -0.0836 3.6900 -0.1 0.0 0.0 0.064
H -0.7593 -4.6405 0.3115 -0.1 -0.1 -0.1 0.065
S 1.4744 2.6888 -2.0060 0.5 0.9 -0.4 0.827
C 4.6104 3.3074 0.0321 -0.2 -0.2 0.0 -0.104
```
Positions in Å, forces in eV/Å.

Properties
Frontier orbital gap (spin up / spin down) = 4.4 / 4.6 eV
LUMO energy (spin up / spin down) = -0.450 / -0.277 eV
Energy = -132457.7809 eV
Net charge = 0